Entry from the Open Molecules 2025 dataset: a cluster of 3 separate species, C18H15N3O6 in total in a non-equilibrium geometry (ωB97M-V/def2-TZVPD).

Orbital gap: 7.6 eV
HOMO level: -9.127 eV
Calculated total energy: -35642.380 eV
SMILES string: O=[N+]([O-])c1ccccc1.O=[N+]([O-])c1ccccc1.O=[N+]([O-])c1ccccc1
Relative energy (zero: lowest compared OMol25 entry of this formula, charge and spin): 320.6 kcal per mole
Charge: 0

Positions of all 42 atoms, in Å:
O -1.72399 3.77816 5.67855
N -2.77196 3.46015 4.98515
O -3.89288 3.42217 5.43705
C -2.63609 4.00426 3.62629
C -1.74034 5.28171 3.32685
C -1.35912 5.60876 1.81989
C -2.11840 5.01133 0.73885
C -2.99465 3.93256 1.03759
C -3.41586 3.43033 2.34161
H -1.23487 5.93459 3.95392
H -0.63255 6.44911 1.61773
H -1.81533 5.25007 -0.21783
H -3.44132 3.49992 0.15962
H -4.00121 2.53138 2.41488
O 0.62748 4.80647 -3.66770
N 1.41030 3.66893 -3.75617
O 1.85633 3.29328 -4.74796
C 1.03746 2.71085 -2.61203
C 1.50982 1.23611 -2.75918
C 0.67250 0.15357 -1.82996
C 0.02022 0.68635 -0.46059
C 0.05545 2.05168 -0.25972
C 0.44852 3.10281 -1.22548
H 1.92946 0.81033 -3.70518
H 0.78623 -0.93701 -1.99909
H -0.47317 -0.09219 0.32515
H -0.26424 2.26872 0.75004
H 0.40323 4.14963 -0.78096
O 1.05654 -3.25486 -0.20895
N 2.00444 -4.02845 0.13979
O 2.92525 -3.72770 0.84764
C 1.74362 -5.38154 -0.36698
C 0.55853 -5.82770 -1.28292
C 0.35398 -7.36687 -1.46262
C 1.48582 -8.31304 -1.32128
C 2.65296 -7.93828 -0.74116
C 2.97848 -6.55790 -0.27446
H -0.26946 -5.30036 -1.41801
H -0.51161 -7.75680 -1.78827
H 1.39015 -9.18598 -1.82517
H 3.44833 -8.79737 -0.64689
H 3.94194 -6.06719 0.15795

Entry from the Open Molecules 2025 dataset: an isolated molecule of C18H15N5O2S in a non-equilibrium geometry (ωB97M-V/def2-TZVPD).

Orbital gap: 6.9 eV
HOMO level: -7.883 eV
Calculated total energy: -41286.147 eV
SMILES string: Cc1ccc(-c2n[nH]c(=S)n2/N=C/C=C/c2ccccc2[N+](=O)[O-])cc1
Relative energy (zero: lowest compared OMol25 entry of this formula, charge and spin): 111.9 kcal per mole
Charge: 0

Positions of all 41 atoms, in Å:
C 4.96826 0.40384 0.08580
C 3.82747 -0.56229 0.14960
C 2.59130 -0.17012 0.64885
C 1.53516 -1.05642 0.72387
C 1.69470 -2.37113 0.28870
C 0.62778 -3.34919 0.33839
N 0.82002 -4.63293 0.36796
N -0.40139 -5.19631 0.41365
C -1.40007 -4.28059 0.42427
S -3.00670 -4.63542 0.44763
N -0.73649 -3.06359 0.37079
N -1.18391 -1.81529 0.24385
C -2.40370 -1.46963 0.42692
C -2.77305 -0.09346 0.23990
C -1.91045 0.84593 -0.18840
C -2.25029 2.23618 -0.40591
C -3.52132 2.59380 -0.87022
C -3.84701 3.90513 -1.14996
C -2.90600 4.91484 -0.99181
C -1.64293 4.59684 -0.53807
C -1.32029 3.27766 -0.23719
N -0.01194 3.03365 0.29901
O 0.86183 3.83408 0.03091
O 0.15216 2.05824 1.00442
C 2.94088 -2.77756 -0.19626
C 3.98672 -1.88219 -0.26465
H 5.56529 0.33100 0.99555
H 5.61742 0.18503 -0.75907
H 4.60553 1.42532 0.00283
H 2.44433 0.84405 0.98768
H 0.59428 -0.72171 1.12874
H -0.51709 -6.19604 0.45127
H -3.18701 -2.15897 0.72743
H -3.79298 0.15840 0.49399
H -0.89053 0.53873 -0.37246
H -4.24865 1.81443 -1.03532
H -4.83839 4.14555 -1.50306
H -3.15930 5.93855 -1.21724
H -0.89047 5.35738 -0.39257
H 3.06369 -3.79876 -0.52112
H 4.94313 -2.20705 -0.64872

Entry from the Open Molecules 2025 dataset: an isolated molecule of C18H15N5OS in a non-equilibrium geometry (ωB97M-V/def2-TZVPD).

Orbital gap: 8.8 eV
HOMO level: -8.444 eV
Calculated total energy: -39241.563 eV
SMILES string: Cc1ccccc1-n1nnnc1SCc1ncc(-c2ccccc2)o1
Relative energy (zero: lowest compared OMol25 entry of this formula, charge and spin): 24.1 kcal per mole
Charge: 0

Positions of all 40 atoms, in Å:
C -6.03220 -0.72942 0.61647
C -5.20204 0.47928 0.32585
C -5.66126 1.75017 0.64636
C -4.90549 2.88054 0.39151
C -3.65873 2.76217 -0.19766
C -3.17588 1.51094 -0.52995
C -3.93995 0.38095 -0.26751
N -3.42108 -0.87851 -0.61394
N -4.13438 -1.86005 -1.18830
N -3.36504 -2.84265 -1.37704
N -2.13528 -2.59593 -0.95486
C -2.15362 -1.36666 -0.47923
S -0.82463 -0.52851 0.23577
C 0.33492 -1.96113 0.31406
C 1.65527 -1.50155 0.77684
N 2.10075 -1.53757 1.99531
C 3.34793 -1.00212 1.93764
C 3.62328 -0.64408 0.64128
C 4.77610 -0.04027 0.00837
C 5.90226 0.29665 0.76082
C 6.99731 0.87398 0.14876
C 6.98717 1.12261 -1.21493
C 5.87293 0.79023 -1.96785
C 4.77298 0.21279 -1.36385
O 2.52745 -0.96913 -0.09597
H -6.38265 -1.17810 -0.31145
H -6.89069 -0.46261 1.22687
H -5.44976 -1.48505 1.14166
H -6.63212 1.85036 1.10875
H -5.29035 3.85442 0.65323
H -3.06342 3.63804 -0.40279
H -2.21089 1.40683 -1.00182
H -0.08330 -2.67850 1.01649
H 0.37884 -2.37786 -0.69077
H 3.94731 -0.91576 2.81900
H 5.91281 0.10419 1.82214
H 7.86503 1.13235 0.73741
H 7.84588 1.57423 -1.68865
H 5.86168 0.98210 -3.03059
H 3.90285 -0.04734 -1.94742

Entry from the Open Molecules 2025 dataset: an isolated molecule of C18H15N5S2 in a non-equilibrium geometry (ωB97M-V/def2-TZVPD).

Orbital gap: 8.6 eV
HOMO level: -8.357 eV
Calculated total energy: -48029.833 eV
SMILES string: Cc1ccccc1-n1nnnc1SCc1csc(-c2ccccc2)n1
Charge: 0

Positions of all 40 atoms, in Å:
C 1.50983 4.41879 -1.13866
C 0.05257 4.12275 -0.97488
C -0.78130 4.99834 -0.29072
C -2.13456 4.74767 -0.15474
C -2.69274 3.61117 -0.71556
C -1.88612 2.72016 -1.39648
C -0.52518 2.97063 -1.50879
N 0.26126 2.03027 -2.20398
N 0.09887 1.73980 -3.50305
N 0.92541 0.83235 -3.80087
N 1.65812 0.46847 -2.76051
C 1.24974 1.21175 -1.75058
S 1.79924 1.16133 -0.11764
C 2.75301 -0.40904 -0.19627
C 1.83819 -1.57228 -0.28986
C 1.49021 -2.21701 -1.44298
S 0.38119 -3.48040 -1.11544
C 0.45478 -3.04091 0.59333
C -0.30947 -3.74086 1.59900
C -1.12842 -4.81978 1.26787
C -1.85088 -5.47015 2.24891
C -1.76619 -5.05415 3.56823
C -0.95415 -3.98196 3.90491
C -0.22873 -3.32642 2.93062
N 1.24483 -2.04928 0.82953
H 1.86123 4.12410 -2.12617
H 1.69755 5.48075 -1.00461
H 2.09203 3.87217 -0.39592
H -0.35690 5.89557 0.13502
H -2.75773 5.44639 0.38260
H -3.75003 3.41744 -0.62282
H -2.29667 1.82832 -1.84538
H 3.31608 -0.43083 0.73498
H 3.40877 -0.33859 -1.06076
H 1.81652 -2.00669 -2.44096
H -1.19338 -5.14312 0.23868
H -2.48299 -6.30495 1.98480
H -2.33264 -5.56490 4.33267
H -0.88830 -3.65711 4.93277
H 0.40691 -2.48980 3.17372

Entry from the Open Molecules 2025 dataset: a structure of composition C18H16B3NaO26 in a non-equilibrium geometry (ωB97M-V/def2-TZVPD).

Orbital gap: 5.6 eV
HOMO level: -5.756 eV
Calculated total energy: -78622.634 eV
Relative energy (zero: lowest compared OMol25 entry of this formula, charge and spin): 164.5 kcal per mole
Charge: -2

Positions of all 64 atoms, in Å:
Na -1.45364 0.63349 0.49291
O 3.93047 1.46833 3.19602
C 5.14010 1.58748 3.43148
O 5.75941 1.10194 4.48124
B 7.06047 1.68439 4.68961
O 7.03392 2.82182 3.68733
C 5.97015 2.70828 2.90457
O 5.52426 3.41979 2.04736
O 8.23496 0.79636 4.50109
C 8.73084 0.41173 5.64807
O 9.76315 -0.23093 5.91926
C 7.94675 1.25817 6.72021
O 7.19324 2.15941 6.10884
O 8.19027 1.23507 7.92941
O 4.81675 -4.10194 9.33716
C 4.06682 -4.30055 8.36178
O 3.75175 -3.59132 7.32533
B 2.70472 -4.33624 6.56018
O 2.36448 -5.40841 7.39469
C 3.17425 -5.58390 8.31389
O 3.06927 -6.45503 9.20611
O 1.48769 -3.50594 6.43672
C 1.03397 -3.51410 5.21756
O -0.01741 -2.96653 4.71157
C 2.02138 -4.26099 4.31014
O 3.02987 -4.61951 5.08571
O 1.92806 -4.31471 3.06439
O -2.70354 4.16146 -3.66323
C -2.60401 4.82423 -4.71001
O -3.23063 4.74992 -5.85266
B -2.90049 5.95535 -6.67319
O -2.18901 6.85039 -5.74431
C -1.90028 6.21095 -4.61622
O -1.22298 6.57629 -3.63452
O -4.02883 6.56548 -7.35096
C -3.83355 6.78415 -8.60591
O -4.44125 7.57170 -9.36828
C -2.62898 5.98417 -8.96952
O -2.01956 5.55076 -7.88157
O -2.08886 6.05087 -9.99921
C 1.30024 -2.23471 -5.26271
C 0.03163 -2.22367 -4.38841
C -0.70236 -3.60392 -4.44134
O 0.24571 -2.02488 -2.98135
H 1.13297 -2.41433 -6.32471
H 1.82124 -3.16417 -5.03306
H 1.93430 -1.35234 -5.17615
H -0.71647 -1.55076 -4.80749
H -0.80870 -4.11995 -5.39555
H -1.72834 -3.45164 -4.10629
H -0.25688 -4.27926 -3.71088
H 0.57969 -2.84283 -2.60586
C -8.39334 -0.37384 0.30154
C -7.10942 -0.89701 -0.18442
C -7.10587 -1.36616 -1.69621
O -6.05275 -0.01057 0.16684
H -8.60421 0.60265 -0.13447
H -8.32526 -0.22768 1.37956
H -9.27775 -0.93754 0.00464
H -6.89741 -1.69063 0.53204
H -6.47908 -0.74772 -2.33867
H -8.09877 -1.48491 -2.12997
H -6.80048 -2.41014 -1.62578
H -6.35267 0.87413 -0.05434

Entry from the Open Molecules 2025 dataset: a structure of composition C18H16BF3O in a non-equilibrium geometry (ωB97M-V/def2-TZVPD).

Orbital gap: 8.4 eV
HOMO level: -7.904 eV
Calculated total energy: -29800.311 eV
Relative energy (zero: lowest compared OMol25 entry of this formula, charge and spin): 6.3 kcal per mole
Charge: 0

Positions of all 39 atoms, in Å:
C -5.04413 0.98745 0.93304
C -3.80747 0.27545 1.18457
C -3.51107 -1.05284 1.23148
C -2.18132 -1.16386 1.72049
C -1.69264 0.13591 1.82346
B 0.21438 -1.02450 -2.65165
F 0.74148 -2.21000 -2.87852
F -0.98609 -0.71029 -3.15223
F -0.79864 0.68228 2.65143
O -2.67815 0.99880 1.55742
H -5.87517 0.26557 0.94167
H -5.26092 1.76277 1.68551
H -5.02786 1.44954 -0.06772
H -4.19481 -1.85526 0.95815
H -1.59335 -2.04450 1.90904
C 0.05854 -0.39756 -0.59016
C 1.13408 -1.16797 0.09227
C 1.23059 -1.17570 1.50255
C 2.36477 -1.64264 2.16166
C 3.35295 -2.32669 1.45067
C 3.24353 -2.40707 0.05859
C 2.23132 -1.71601 -0.60299
C 0.61592 0.91026 -1.03649
C 0.77986 2.00551 -0.15680
C 1.53524 3.11103 -0.56224
C 2.00112 3.20643 -1.87817
C 1.77518 2.13208 -2.76417
C 1.19056 0.96929 -2.31190
H -0.96335 -0.48141 -0.25172
H 0.41298 -0.76970 2.07885
H 2.45755 -1.49478 3.24065
H 4.18485 -2.80125 1.97135
H 3.95233 -2.98685 -0.53458
H 2.31075 -1.63635 -1.68078
H 0.33243 1.94772 0.84215
H 1.74277 3.91230 0.15153
H 2.51149 4.11306 -2.22186
H 2.05764 2.21479 -3.81225
H 1.18266 -0.01501 -2.99233

Which of these has the lowest HOMO level? C18H15N3O6

Which of these has the lowest orbital gap? C18H16B3NaO26

The lowest HOMO level belongs to which entry? C18H15N3O6